{"formula": "C3H10NOP3", "method": "the ωB97M-V functional and the def2-TZVPD basis", "charge": 0, "smiles": "CC/C(=N\\P)O[PH]#[PH2]", "energy_ha": -1274.2637, "homo_ha": -0.317, "homo_lumo_gap_ev": 8.82, "symbols": ["C", "C", "C", "N", "O", "P", "P", "P", "H", "H", "H", "H", "H", "H", "H", "H", "H", "H"], "coordinates": [[0.9561, 0.4020, -0.7821], [-1.0686, -0.8116, -0.2029], [0.3872, -0.9905, -0.6519], [0.9519, 1.0225, -1.9197], [1.4620, 0.9178, 0.4503], [0.2533, 0.2684, -3.3219], [0.2658, 1.6891, 2.9836], [1.3423, 0.0978, 2.0736], [-1.1957, -0.1227, 0.6302], [-1.5563, -0.3633, -1.0685], [-1.3327, -1.7857, 0.2926], [0.4673, -1.4330, -1.6382], [1.1564, -1.4878, -0.0275], [0.7585, 1.2474, -4.2670], [1.2900, -0.8304, -3.5049], [-0.7603, 0.9757, 3.7286], [-0.4666, 1.7643, 1.8381], [2.7495, 0.4780, 2.3099]], "forces_ev_per_angstrom": [[-0.063, -0.099, -0.769], [1.010, -1.393, 1.292], [1.540, 1.246, 0.429], [0.436, -0.016, 2.729], [-0.693, -0.469, -0.784], [1.288, -0.222, 0.024], [-0.278, 1.279, 1.908], [1.800, -0.422, -2.765], [0.382, 0.362, -0.023], [-0.784, -0.796, 0.198], [-0.837, 0.727, -1.316], [-0.313, -0.429, 0.059], [-1.149, -0.429, 0.138], [0.017, -0.792, 0.411], [-0.992, 1.344, -0.206], [0.678, -0.029, -0.563], [-0.781, 0.205, -0.912], [-1.261, -0.067, 0.150]], "mulliken_charge": [0.756, -0.739, -0.895, -0.536, -0.407, -0.101, -0.086, 0.063, 0.196, 0.301, 0.284, 0.407, 0.372, 0.086, 0.072, 0.080, 0.066, 0.082]}


{"formula": "C3H10NOS", "method": "the ωB97M-V functional and the def2-TZVPD basis", "charge": -1, "energy_ha": -648.4979, "homo_ha": -0.104, "homo_lumo_gap_ev": 6.78, "symbols": ["C", "C", "S", "C", "N", "H", "H", "H", "H", "H", "H", "H", "H", "H", "H", "O"], "coordinates": [[-0.5159, 0.5446, 0.3467], [0.1595, 0.1681, -1.0012], [-0.3731, -1.4370, -1.6333], [-0.2289, -0.3683, 1.5429], [-0.4577, 0.4273, 2.8091], [-1.6245, 0.4805, 0.1833], [-0.5407, 1.5885, 0.6770], [1.2412, 0.1882, -0.9394], [-0.1727, 1.0831, -1.5295], [0.8584, -0.4906, 1.5353], [-0.7173, -1.3347, 1.6345], [-1.3461, 0.9070, 2.7030], [-0.6180, -0.2311, 3.5680], [1.5773, -1.1976, -3.0386], [1.0216, 0.0878, -3.2486], [1.7367, -0.4157, -3.6094]], "forces_ev_per_angstrom": [[-2.254, -1.414, 0.270], [-1.044, 1.303, 1.246], [-0.225, -0.133, 0.020], [1.340, 1.591, 1.011], [-0.371, -0.437, -0.265], [0.541, -0.444, -0.342], [1.325, 0.195, -0.091], [0.288, 0.221, 0.260], [0.359, -0.554, -0.954], [-0.017, -0.612, -0.058], [-0.127, 0.037, -0.751], [-0.079, 0.078, 0.036], [0.092, 0.102, 0.013], [0.025, -0.006, -0.348], [-0.849, 0.791, 0.050], [0.996, -0.717, -0.096]], "mulliken_charge": [-0.872, -0.859, -0.644, -0.231, -0.694, 0.278, 0.434, 0.413, 0.259, 0.198, 0.303, 0.206, 0.227, 0.301, 0.341, -0.659]}


{"formula": "C3H10NOS", "method": "the ωB97M-V functional and the def2-TZVPD basis", "charge": -1, "energy_ha": -648.4403, "homo_ha": -0.089, "homo_lumo_gap_ev": 6.56, "symbols": ["C", "C", "S", "H", "H", "H", "H", "H", "H", "N", "C", "O", "H", "H", "H", "H"], "coordinates": [[-1.6665, 1.0291, -2.1710], [-1.9770, 1.4856, -0.6780], [-1.2782, 0.2880, 0.5859], [-2.1642, 0.1281, -2.4212], [-0.6945, 0.8106, -2.2572], [-1.9742, 1.7593, -2.9046], [-1.7538, 2.5752, -0.6522], [-2.9467, 1.2159, -0.4091], [-0.1836, -1.3382, 1.6179], [2.8176, -1.0655, 0.7458], [1.8760, -1.2129, 1.9370], [0.6777, -1.8123, 1.2564], [2.4356, -1.7141, 0.0454], [2.9266, -0.1948, 0.2876], [2.1392, -1.8133, 2.8288], [1.7659, -0.1410, 2.1886]], "forces_ev_per_angstrom": [[-3.239, 1.266, 1.999], [1.574, -1.037, -1.317], [0.384, 1.157, -0.451], [-0.779, -1.040, 0.010], [3.942, -0.491, -0.348], [-0.049, 0.568, -0.280], [-0.047, -0.702, 0.702], [-2.143, 0.733, -0.326], [2.475, -1.127, -1.358], [0.182, -3.259, 1.487], [-1.126, 1.461, -3.760], [-0.641, 1.539, 3.250], [0.369, 0.400, 0.443], [-0.637, 1.149, 0.333], [0.521, 0.033, -0.931], [-0.787, -0.649, 0.548]], "mulliken_charge": [-1.072, -0.535, -0.645, 0.293, 0.312, 0.340, 0.265, 0.164, 0.195, -0.699, 0.007, -0.521, 0.235, 0.264, 0.195, 0.203]}


{"formula": "C3H10NOS", "method": "the ωB97M-V functional and the def2-TZVPD basis", "charge": -1, "energy_ha": -648.4492, "homo_ha": -0.102, "homo_lumo_gap_ev": 6.04, "symbols": ["C", "S", "C", "H", "H", "H", "H", "H", "H", "N", "C", "O", "H", "H", "H", "H"], "coordinates": [[1.5930, -2.2130, 0.5075], [1.5672, -0.8136, 1.6765], [0.1039, 0.0808, 1.1578], [2.5964, -2.6360, 0.6740], [1.0209, -3.1570, 0.5844], [1.5346, -1.9424, -0.5444], [0.2236, 1.1556, 1.2850], [-0.7867, -0.2213, 1.7106], [-0.1146, -0.0425, 0.1010], [-1.3452, 0.8709, -2.7443], [-1.3199, 1.6928, -1.4136], [-2.0344, 1.1007, -0.4889], [-1.4819, 1.5031, -3.5345], [-2.2151, 0.3669, -2.5985], [-1.5228, 2.7227, -1.8092], [-0.2074, 1.7009, -1.1614]], "forces_ev_per_angstrom": [[1.201, -1.076, -0.026], [-0.162, -0.722, -0.439], [-0.718, 0.200, -0.035], [0.081, 0.361, -0.245], [-0.752, 0.908, 0.719], [-0.022, 0.520, 0.055], [0.217, -0.063, 0.167], [0.130, -0.035, -0.080], [0.028, -0.152, -0.046], [0.073, 0.075, 0.361], [1.485, -0.976, -0.923], [-0.524, 0.619, 0.004], [-0.131, -0.106, 0.121], [-0.088, -0.097, -0.240], [-0.514, 0.278, 0.709], [-0.304, 0.267, -0.104]], "mulliken_charge": [-0.883, -0.147, -0.568, 0.276, 0.303, 0.298, 0.361, 0.316, 0.026, -0.675, -0.216, -0.787, 0.224, 0.207, 0.191, 0.073]}


{"formula": "C3H10NOS", "method": "the ωB97M-V functional and the def2-TZVPD basis", "charge": -1, "energy_ha": -648.5090, "homo_ha": -0.104, "homo_lumo_gap_ev": 6.96, "symbols": ["C", "C", "S", "C", "N", "H", "H", "H", "H", "H", "H", "H", "H", "H", "H", "O"], "coordinates": [[-1.0384, 1.0352, 1.2845], [-1.3429, -0.4233, 0.8659], [-0.8965, -1.0607, -0.8006], [0.4265, 1.4584, 1.1956], [1.0182, 1.6129, -0.1677], [-1.5525, 1.6319, 0.5219], [-1.2966, 1.0667, 2.3432], [-1.0957, -1.1212, 1.6833], [-2.4409, -0.5143, 0.8959], [0.6306, 2.3666, 1.7856], [1.0899, 0.7050, 1.6560], [0.2403, 1.8033, -0.7877], [1.2887, 0.6587, -0.3680], [1.2931, -1.6984, -1.2845], [2.1892, -0.7465, -1.9059], [2.2485, -1.4934, -1.3243]], "forces_ev_per_angstrom": [[1.244, -1.244, -1.161], [-0.910, -0.505, 0.193], [-0.019, 0.209, 0.202], [1.387, -0.223, 0.077], [-0.490, 0.080, 1.029], [-0.560, 0.466, 0.803], [-0.711, 0.778, -0.086], [0.684, 0.143, -0.235], [0.077, 0.288, -0.061], [-0.378, 0.039, -0.197], [-0.433, 0.038, 0.205], [0.049, -0.123, -0.295], [-0.056, -0.036, -0.635], [-0.272, -0.113, 0.692], [0.334, 0.750, -0.495], [0.056, -0.550, -0.036]], "mulliken_charge": [-0.467, -0.716, -0.662, -0.575, -0.718, 0.255, 0.315, 0.316, 0.227, 0.259, 0.314, 0.324, 0.263, 0.230, 0.318, -0.683]}


{"formula": "C3H10NOS", "method": "the ωB97M-V functional and the def2-TZVPD basis", "charge": -1, "energy_ha": -648.4710, "homo_ha": -0.111, "homo_lumo_gap_ev": 6.43, "symbols": ["C", "S", "C", "H", "H", "H", "H", "H", "H", "N", "C", "O", "H", "H", "H", "H"], "coordinates": [[-1.7399, -1.0213, 0.7787], [-2.5109, 0.1904, -0.3474], [-0.9833, 1.0384, -0.8971], [-2.5621, -1.6977, 1.0199], [-1.5174, -0.4474, 1.6773], [-0.8233, -1.4938, 0.4392], [-0.9796, 1.1278, -1.9811], [-0.8748, 2.0065, -0.4169], [-0.2027, 0.3492, -0.5523], [3.6820, -0.3847, -0.1708], [2.4274, 0.3780, 0.2428], [1.3806, -0.3810, 0.5124], [3.9154, -0.9471, 0.6473], [3.2890, -1.0979, -0.7896], [2.7858, 1.0325, 1.0814], [2.3086, 1.1036, -0.6087]], "forces_ev_per_angstrom": [[-0.854, 0.821, 0.618], [0.456, -0.126, -0.433], [-0.452, -0.525, 0.183], [0.271, -0.309, -0.033], [0.279, -0.295, 0.111], [-0.089, 0.023, -0.325], [-0.029, 0.072, 0.000], [0.042, 0.039, -0.012], [0.525, 0.393, -0.090], [-0.306, -0.177, 0.127], [0.645, 0.306, -0.215], [-0.360, -0.135, 0.064], [0.030, 0.073, 0.055], [0.112, 0.132, -0.100], [-0.031, -0.159, 0.071], [-0.241, -0.132, -0.023]], "mulliken_charge": [-0.704, -0.209, -0.247, 0.292, 0.260, 0.221, 0.299, 0.242, -0.133, -0.835, -0.393, -0.818, 0.251, 0.301, 0.244, 0.228]}


{"formula": "C3H10NOS", "method": "the ωB97M-V functional and the def2-TZVPD basis", "charge": 1, "energy_ha": -648.1793, "homo_ha": -0.485, "homo_lumo_gap_ev": 9.00, "symbols": ["C", "C", "S", "N", "H", "H", "H", "H", "H", "H", "H", "H", "O", "C", "H", "H"], "coordinates": [[-0.3855, -0.0424, 0.2901], [-1.1464, 1.0631, -0.4392], [-0.3108, 1.3783, -2.0252], [-1.2608, -0.5956, 1.4077], [0.4868, 0.4133, 0.7479], [-0.1249, -0.8708, -0.3598], [-1.1550, 1.9777, 0.1482], [-2.1840, 0.7751, -0.6260], [-0.0844, 2.6790, -1.8162], [-0.8435, -1.3833, 1.9092], [-2.1341, -0.9282, 0.9942], [-1.4418, 0.1435, 2.0890], [3.7699, -1.5580, -0.6621], [2.6499, -1.1612, -0.5849], [2.0667, -1.1833, 0.3612], [2.0979, -0.7074, -1.4340]], "forces_ev_per_angstrom": [[-0.364, 0.664, 0.117], [-0.063, -0.223, -0.159], [-0.056, 0.015, 0.048], [0.293, -0.025, -0.207], [0.211, -0.378, 0.052], [0.024, -0.051, 0.019], [-0.023, 0.002, 0.052], [0.027, -0.032, -0.069], [0.052, 0.022, -0.006], [0.146, 0.043, -0.069], [-0.162, 0.119, 0.235], [-0.284, -0.080, 0.014], [-0.074, -0.037, 0.040], [-0.133, 0.246, -0.130], [0.230, -0.203, 0.166], [0.175, -0.081, -0.103]], "mulliken_charge": [-0.642, -0.786, -0.187, -0.288, 0.296, 0.483, 0.442, 0.384, 0.177, 0.350, 0.362, 0.363, -0.354, 0.168, 0.097, 0.136]}


{"formula": "C3H10NOS", "method": "the ωB97M-V functional and the def2-TZVPD basis", "spin_multiplicity": 2, "charge": 2, "s_squared": 0.75, "energy_ha": -647.6808, "homo_ha": [-0.711, -0.710], "homo_lumo_gap_ev": [10.70, 5.37], "symbols": ["C", "O", "C", "C", "S", "N", "H", "H", "H", "H", "H", "H", "H", "H", "H", "H"], "coordinates": [[-0.2169, -1.3810, -0.6157], [0.8891, -2.1882, -0.2056], [-0.1273, -0.1207, 0.3144], [-0.9561, 1.0818, -0.1532], [-0.6191, 2.3887, 0.9797], [1.3373, 0.3439, 0.2708], [-1.2261, -1.8166, -0.5255], [0.0078, -1.1260, -1.6418], [1.0924, -2.7810, -0.8522], [-0.2540, -0.3219, 1.3874], [-2.0684, 0.9992, -0.0568], [-0.9409, 1.3739, -1.2878], [-1.7666, 2.4623, 1.6444], [1.9433, -0.1552, 0.9837], [1.1623, 1.3011, 0.3478], [1.7432, -0.0605, -0.5895]], "forces_ev_per_angstrom": [[0.454, -0.024, 0.912], [-1.732, 3.253, 3.263], [0.864, -1.024, -0.390], [-2.756, 0.136, -1.763], [0.660, 1.412, 0.068], [0.014, -3.969, -0.052], [0.501, -0.173, 0.045], [-0.573, 0.638, -0.497], [0.915, -2.918, -2.895], [-0.621, -0.402, -0.432], [0.840, -0.921, 0.054], [0.906, -0.224, 1.896], [-0.750, 0.060, 0.300], [-0.883, 1.177, -0.268], [2.139, 1.960, -0.029], [0.020, 1.018, -0.211]], "mulliken_spin": [0.020, 0.005, 0.037, -0.035, 0.961, 0.004, 0.001, -0.001, 0.001, -0.013, -0.006, 0.037, -0.011, 0.002, -0.001, -0.002]}